Record 1
27
Properties=species:S:1:pos:R:3 method="wB97M-V/def2-TZVPD" e_lumo_ev=3.98 spin_multiplicity=1 homo_ev=0.06 total_charge=-2
Li 0.059 0.156 -0.260
Li -1.079 1.120 2.119
O -0.516 1.196 -1.974
C 0.218 2.362 -1.666
C 0.954 2.486 -0.244
O 0.594 1.730 0.946
H -0.277 3.328 -1.770
H 1.007 2.631 -2.368
H 1.110 3.526 0.043
H 1.965 2.111 -0.403
O 1.282 -1.669 0.114
C 0.298 -2.116 1.093
C -1.215 -1.936 0.905
O -1.648 -0.556 0.931
H 0.634 -1.625 2.006
H 0.437 -3.174 1.315
H -1.778 -2.480 1.663
H -1.468 -2.405 -0.045
O -3.680 -0.087 -0.875
H -2.904 -0.216 -0.330
H -4.247 -0.829 -0.665
O 2.692 0.720 2.196
H 1.885 0.967 1.744
H 3.027 1.541 2.555
O 0.609 -2.409 -2.578
H 1.405 -1.944 -2.833
H 0.638 -2.428 -1.621

---

Record 2
19
Properties=species:S:1:pos:R:3 method="wB97M-V/def2-TZVPD" e_lumo_ev="-9.92 / -9.85" spin_multiplicity=2 homo_ev="-14.42 / -14.43" total_charge=+2
C -0.688 -1.420 0.595
C -0.518 -0.240 0.827
C -0.288 1.169 1.103
C 1.207 1.460 1.416
O 1.396 2.726 1.872
Li 0.904 4.240 2.458
H -0.914 1.487 1.956
H -0.604 1.762 0.226
H 1.780 1.248 0.480
H 1.539 0.685 2.146
C -0.700 -0.353 -3.067
O -1.186 -3.048 -1.016
C -0.888 -2.770 0.129
O -0.683 -3.742 1.010
H -0.513 -0.953 -3.970
H -1.721 -0.333 -2.654
H -0.621 -3.402 1.914
O 0.167 0.361 -2.576
Y 2.332 1.122 -2.850

---

Record 3
86
Properties=species:S:1:pos:R:3 method="wB97M-V/def2-TZVPD" e_lumo_ev="-4.15 / -4.11" spin_multiplicity=1 homo_ev="-9.06 / -9.13" total_charge=+1
In -1.122 0.526 -0.697
C 2.573 6.092 -1.081
C 1.353 6.740 -0.836
C 0.180 6.023 -0.677
C 0.259 4.639 -0.755
C -0.766 3.606 -0.671
N -0.144 2.388 -0.801
C 1.192 2.566 -1.067
N 2.082 1.636 -1.394
C 1.816 0.357 -1.670
C 2.782 -0.601 -2.186
C 4.139 -0.490 -2.465
C 4.787 -1.612 -2.949
C 4.098 -2.816 -3.162
C 2.746 -2.926 -2.897
C 2.094 -1.803 -2.398
C 0.708 -1.566 -2.034
N -0.275 -2.463 -2.153
C -1.562 -2.233 -1.983
N -2.157 -1.027 -1.681
C -3.510 -1.179 -1.598
N -4.413 -0.240 -1.332
C -4.147 1.039 -1.056
N -2.923 1.605 -0.846
C -3.049 2.963 -0.667
N -2.070 3.852 -0.553
C -4.470 3.290 -0.700
C -5.152 4.492 -0.575
C -6.532 4.459 -0.693
C -7.216 3.260 -0.940
C -6.535 2.061 -1.073
C -5.154 2.091 -0.941
C -3.828 -2.580 -1.884
C -5.035 -3.259 -1.906
C -4.998 -4.619 -2.182
C -3.785 -5.274 -2.423
C -2.579 -4.594 -2.399
C -2.616 -3.235 -2.127
N 0.606 -0.273 -1.586
C 1.477 3.993 -0.998
C 2.651 4.715 -1.172
H 3.469 6.688 -1.209
H 1.332 7.821 -0.776
H -0.771 6.513 -0.500
H 4.661 0.447 -2.307
H 5.844 -1.561 -3.176
H 4.637 -3.673 -3.550
H 2.204 -3.846 -3.078
H -4.620 5.418 -0.389
H -7.097 5.379 -0.597
H -8.295 3.278 -1.032
H -7.053 1.127 -1.266
H -5.969 -2.738 -1.723
H -5.920 -5.183 -2.211
H -3.793 -6.338 -2.631
H -1.641 -5.099 -2.595
H 3.590 4.213 -1.374
C 3.990 0.279 1.441
C 3.599 0.130 2.904
C 2.180 0.613 3.202
N 1.121 0.098 2.300
C 0.009 -0.546 2.606
S -1.374 -0.595 1.579
N -0.164 -1.173 3.790
C 0.757 -1.814 4.702
O 0.542 -1.716 5.875
C 1.820 -2.647 4.097
C 1.735 -3.124 2.790
C 2.754 -3.912 2.278
C 3.850 -4.228 3.070
C 3.925 -3.771 4.382
C 2.906 -2.990 4.899
H 5.032 -0.011 1.295
H 3.870 1.307 1.080
H 3.391 -0.382 0.810
H 4.267 0.720 3.535
H 3.711 -0.907 3.202
H 2.151 1.697 3.091
H 1.900 0.395 4.228
H 1.143 0.480 1.373
H -1.125 -1.282 4.073
H 0.874 -2.894 2.170
H 2.688 -4.283 1.261
H 4.645 -4.846 2.667
H 4.777 -4.027 5.000
H 2.940 -2.623 5.919

---

Record 4
161
Properties=species:S:1:pos:R:3 method="wB97M-V/def2-TZVPD" e_lumo_ev=-1.52 spin_multiplicity=1 homo_ev=-10.29 total_charge=+1
C -11.497 -24.013 -19.779
C -11.318 -23.108 -18.633
C -10.024 -23.497 -17.868
N -10.146 -22.989 -16.442
C -11.344 -23.732 -15.635
C -8.846 -23.258 -15.775
C -8.356 -22.122 -14.850
C -9.514 -21.182 -14.944
C -10.227 -21.453 -16.288
H -12.134 -23.566 -20.543
H -11.874 -25.004 -19.528
H -10.543 -24.322 -20.208
H -12.231 -23.156 -18.040
H -11.262 -22.128 -19.108
H -9.215 -22.958 -18.361
H -9.872 -24.576 -17.893
H -11.182 -24.801 -15.771
H -12.337 -23.417 -15.955
H -11.362 -23.372 -14.606
H -8.892 -24.237 -15.298
H -8.093 -23.327 -16.560
H -8.148 -22.412 -13.820
H -7.505 -21.521 -15.170
H -10.139 -21.236 -14.053
H -9.121 -20.166 -14.960
H -11.253 -21.083 -16.286
H -9.670 -21.033 -17.126
O -6.338 -17.956 -14.507
S -5.846 -16.875 -15.322
O -4.527 -16.967 -16.092
O -7.018 -16.460 -16.408
C -8.319 -16.165 -15.883
C -9.432 -17.130 -16.365
C -5.789 -15.358 -14.366
H -8.558 -15.179 -16.281
H -8.447 -15.994 -14.814
H -10.385 -16.603 -16.397
H -9.490 -17.897 -15.594
H -9.288 -17.632 -17.322
H -4.734 -15.123 -14.221
H -6.245 -15.579 -13.401
H -6.278 -14.613 -14.994
O -13.960 -31.491 -23.879
S -14.693 -30.703 -22.947
O -15.428 -31.352 -21.847
O -13.724 -29.444 -22.426
C -14.196 -28.554 -21.320
C -13.605 -27.127 -21.468
C -15.803 -29.634 -23.967
H -13.994 -29.000 -20.347
H -15.273 -28.385 -21.292
H -13.831 -26.530 -20.584
H -13.858 -26.531 -22.345
H -12.515 -27.168 -21.482
H -15.272 -29.501 -24.910
H -15.986 -28.693 -23.449
H -16.719 -30.109 -24.319
O -8.717 -21.109 -11.569
S -9.219 -19.788 -11.126
O -10.324 -19.094 -11.724
O -9.331 -19.756 -9.435
C -8.569 -20.634 -8.691
C -8.993 -20.206 -7.209
C -7.807 -18.661 -11.426
H -7.482 -20.684 -8.740
H -9.081 -21.571 -8.913
H -10.072 -20.054 -7.176
H -8.379 -19.341 -6.958
H -8.732 -20.866 -6.382
H -6.911 -18.997 -10.906
H -8.007 -17.635 -11.117
H -7.500 -18.596 -12.470
O -7.920 -20.285 -18.763
S -6.667 -21.070 -18.732
O -6.462 -22.281 -17.936
O -6.169 -21.270 -20.273
C -5.812 -22.534 -20.819
C -7.046 -23.372 -21.128
C -5.286 -19.899 -18.309
H -5.054 -23.077 -20.254
H -5.450 -22.231 -21.801
H -7.701 -23.288 -20.261
H -6.788 -24.405 -21.359
H -7.570 -22.984 -22.002
H -5.500 -18.892 -18.668
H -4.322 -20.326 -18.589
H -5.407 -19.797 -17.231
O -8.874 -27.017 -17.824
S -7.488 -27.117 -18.323
O -7.133 -26.452 -19.589
O -6.522 -26.599 -17.044
C -6.956 -26.799 -15.730
C -5.886 -26.104 -14.848
C -7.105 -28.912 -18.358
H -6.904 -27.868 -15.521
H -7.953 -26.375 -15.617
H -6.124 -25.961 -13.794
H -5.738 -25.111 -15.271
H -4.901 -26.566 -14.910
H -7.807 -29.437 -17.710
H -6.088 -28.994 -17.976
H -7.078 -29.312 -19.371
O -10.095 -24.054 -25.153
S -10.878 -23.034 -24.460
O -11.799 -23.438 -23.332
O -9.873 -21.798 -23.957
C -9.041 -21.052 -24.938
C -7.584 -20.861 -24.438
C -11.828 -22.103 -25.712
H -9.478 -20.081 -25.173
H -9.096 -21.634 -25.857
H -6.959 -21.648 -24.860
H -7.496 -20.908 -23.353
H -7.190 -19.937 -24.862
H -11.843 -21.020 -25.593
H -12.896 -22.288 -25.597
H -11.402 -22.568 -26.601
C -15.206 -22.790 -19.592
C -14.452 -21.627 -19.648
C -13.944 -21.112 -18.473
C -14.168 -21.725 -17.259
C -14.889 -22.923 -17.285
C -15.434 -23.444 -18.386
H -15.709 -23.089 -20.499
H -14.390 -21.008 -20.530
H -13.299 -20.255 -18.597
H -13.868 -21.214 -16.356
H -15.241 -23.217 -16.307
H -16.136 -24.255 -18.268
C -10.102 -28.937 -22.130
C -9.900 -28.114 -21.033
C -9.741 -26.749 -21.143
C -9.976 -26.148 -22.414
C -10.208 -26.937 -23.534
C -10.259 -28.324 -23.411
H -10.193 -30.004 -21.989
H -9.780 -28.571 -20.062
H -9.501 -26.109 -20.307
H -9.832 -25.084 -22.535
H -10.266 -26.535 -24.535
H -10.484 -28.891 -24.302
C -9.261 -28.970 -9.023
C -9.570 -28.011 -10.202
C -9.190 -26.540 -10.104
C -9.643 -25.543 -11.173
C -8.980 -24.185 -11.259
C -7.545 -24.269 -11.798
H -9.674 -28.580 -8.093
H -8.222 -29.075 -8.708
H -9.649 -29.941 -9.329
H -9.184 -28.345 -11.165
H -10.651 -28.017 -10.339
H -8.104 -26.558 -10.021
H -9.447 -26.199 -9.101
H -9.551 -25.988 -12.164
H -10.716 -25.352 -11.151
H -9.597 -23.607 -11.947
H -9.183 -23.658 -10.327
H -7.186 -23.240 -11.840
H -6.845 -24.806 -11.159
H -7.439 -24.505 -12.857

---

Record 5
82
Properties=species:S:1:pos:R:3 method="wB97M-V/def2-TZVPD" e_lumo_ev="4.61 / 4.60" de_lowest_kj_mol=21.76 spin_multiplicity=2 homo_ev="-0.10 / -0.39" total_charge=-2
Zn -0.288 -1.080 0.867
C -3.402 3.006 -1.863
C -1.982 2.432 -1.963
C -0.971 3.521 -1.612
C -1.742 1.927 -3.390
O -1.775 1.388 -1.056
Ge -2.925 0.115 -0.422
O -1.729 -1.335 -0.685
C -1.877 -2.416 -1.592
C -3.354 -2.768 -1.788
C -1.140 -3.625 -1.031
C -1.251 -2.006 -2.925
O -2.059 0.232 1.250
C -2.781 0.338 2.469
C -3.730 1.540 2.397
C -3.567 -0.948 2.728
C -1.777 0.561 3.594
H -3.517 3.881 -2.512
H -3.602 3.305 -0.829
H -4.143 2.255 -2.147
H -0.957 4.316 -2.367
H 0.020 3.077 -1.524
H -1.222 3.956 -0.641
H -1.847 2.731 -4.128
H -2.459 1.134 -3.625
H -0.736 1.506 -3.462
H -3.826 -2.926 -0.814
H -3.447 -3.684 -2.380
H -3.890 -1.963 -2.296
H -1.554 -3.919 -0.064
H -0.091 -3.373 -0.857
H -1.197 -4.465 -1.732
H -1.759 -1.123 -3.323
H -1.319 -2.817 -3.658
H -0.200 -1.753 -2.762
H -4.507 1.380 1.643
H -3.163 2.435 2.121
H -4.210 1.705 3.366
H -4.300 -1.113 1.932
H -4.095 -0.895 3.687
H -2.866 -1.789 2.750
H -1.209 1.477 3.406
H -1.077 -0.279 3.642
H -2.300 0.654 4.553
C 3.432 -0.451 -1.224
C 2.114 0.020 -0.621
O 1.263 -0.905 -0.441
H 3.436 -0.263 -2.300
H 3.537 -1.522 -1.056
H 4.275 0.084 -0.783
C 2.646 2.279 -2.994
C 3.207 2.841 -1.712
C 4.067 3.937 -1.761
C 4.620 4.482 -0.614
C 4.302 3.912 0.616
C 3.448 2.824 0.708
C 3.087 2.211 2.031
C 2.873 2.268 -0.462
N 1.935 1.271 -0.304
H 2.341 3.080 -3.672
H 1.780 1.650 -2.790
H 3.386 1.666 -3.516
H 4.302 4.371 -2.730
H 5.276 5.342 -0.670
H 4.723 4.327 1.527
H 3.578 2.737 2.853
H 3.361 1.156 2.071
H 2.004 2.234 2.178
C 4.093 -4.364 1.206
Si 2.361 -4.480 0.453
C 1.399 -5.753 1.452
C 2.569 -5.218 -1.288
Se 0.181 -2.509 2.594
H 4.515 -5.366 1.370
H 4.035 -3.851 2.170
H 4.779 -3.803 0.563
H 2.021 -6.624 1.710
H 0.525 -6.101 0.891
H 1.033 -5.272 2.361
H 3.086 -6.188 -1.257
H 3.142 -4.546 -1.935
H 1.589 -5.369 -1.750

---

Record 6
53
Properties=species:S:1:pos:R:3 method="wB97M-V/def2-TZVPD" e_lumo_ev=-0.10 de_lowest_kj_mol=2318.29 spin_multiplicity=1 homo_ev=-8.35 total_charge=0 smiles="CCOC(=O)c1[nH]c(CSc2nnnn2-c2ccccc2C)c(C(=O)OCC)c1C"
C 2.356 6.428 1.172
C 1.346 5.736 0.178
O 1.194 4.531 0.431
C 1.830 3.654 0.121
O 2.697 3.921 -0.604
C 1.577 2.193 0.628
N 2.341 1.163 0.334
C 1.716 -0.018 0.949
C 2.204 -1.354 0.447
S 1.468 -1.750 -1.413
C -0.001 -2.437 -0.705
N -0.124 -3.239 0.532
N -1.481 -3.504 0.533
N -1.843 -3.311 -0.643
N -1.181 -2.551 -1.264
C -1.412 -2.213 -2.604
C -1.274 -0.756 -2.900
C -1.181 -0.512 -4.140
C -1.920 -1.290 -5.249
C -2.123 -2.468 -5.111
C -1.853 -3.174 -3.555
C -2.181 -4.382 -3.348
C 0.588 0.336 1.435
C -0.124 -0.658 2.220
O -1.720 -0.374 2.400
O 0.428 -1.546 2.874
C -0.341 -2.466 3.733
C -0.805 -2.033 4.879
C 0.528 1.755 1.444
C -0.708 2.544 1.950
H 2.145 6.334 2.239
H 2.681 7.420 0.938
H 3.401 5.662 1.052
H 1.728 5.679 -0.771
H 0.469 6.380 0.261
H 3.106 1.273 -0.587
H 2.088 -2.107 1.058
H 3.235 -1.177 0.230
H -0.815 -0.304 -2.053
H -1.218 0.743 -4.526
H -2.078 -0.764 -6.330
H -2.547 -3.234 -5.679
H -2.507 -5.026 -4.291
H -2.831 -4.670 -2.507
H -1.069 -4.975 -3.011
H -1.097 -2.750 3.092
H 0.326 -3.510 3.456
H -1.475 -1.038 5.064
H 0.284 -1.651 5.495
H -1.121 -2.742 5.406
H -1.099 3.281 1.219
H -0.153 2.959 3.010
H -1.452 1.993 2.509

---

Record 7
18
Properties=species:S:1:pos:R:3 method="wB97M-V/def2-TZVPD" e_lumo_ev=-3.15 de_lowest_kj_mol=38.19 spin_multiplicity=1 homo_ev=-13.86 total_charge=+1
C 3.412 0.143 -0.070
C 1.538 -0.939 0.372
C -2.513 -0.408 -0.865
N 2.864 -1.103 0.289
N 1.175 0.264 0.101
N -2.202 0.032 0.481
N -1.326 1.191 0.427
O 4.542 0.426 -0.243
O 2.329 0.972 -0.178
H -3.064 0.291 0.960
H -3.008 0.363 -1.466
H -1.596 -0.720 -1.363
H -3.174 -1.267 -0.790
H 3.400 -1.939 0.462
H -0.292 0.854 0.224
H -1.319 1.676 1.333
H 0.836 -1.711 0.631
H -1.602 1.876 -0.305

---

Record 8
13
Properties=species:S:1:pos:R:3 method="wB97M-V/def2-TZVPD" e_lumo_ev=-5.00 de_lowest_kj_mol=172.21 spin_multiplicity=1 homo_ev=-14.28 total_charge=+1 smiles="SSC1=[NH+]OCON1"
S 3.349 -0.750 -0.007
S 2.194 1.047 0.303
C 0.584 0.546 0.387
N 0.274 -0.906 0.357
O -1.105 -1.102 0.595
C -1.898 -0.361 -0.293
O -1.729 1.060 0.098
N -0.393 1.364 0.121
H 2.949 -0.864 -1.288
H 0.757 -1.457 1.067
H -3.062 -0.402 0.004
H -1.706 -0.553 -1.447
H -0.214 2.377 0.103

---

Record 9
15
Properties=species:S:1:pos:R:3 method="wB97M-V/def2-TZVPD" e_lumo_ev="-6.21 / -5.48" de_lowest_kj_mol=411.31 spin_multiplicity=1 homo_ev="-13.10 / -14.25" total_charge=+1
C -1.569 -0.853 0.601
C 0.844 0.781 0.175
C 0.430 -1.448 -0.474
C -1.919 0.152 -0.347
N -0.478 -1.590 0.563
N 1.314 -0.394 0.141
N 1.343 1.988 0.349
F -2.856 1.035 -0.342
H -2.299 -0.907 1.406
H 1.079 -2.366 -0.580
H 0.040 -0.982 -1.430
H -1.391 0.201 -1.267
H 2.331 -0.674 0.396
H 0.810 2.780 0.656
H 2.320 2.276 0.155

---

Record 10
24
Properties=species:S:1:pos:R:3 method="wB97M-V/def2-TZVPD" e_lumo_ev=0.87 de_lowest_kj_mol=157.21 spin_multiplicity=1 homo_ev=-8.25 total_charge=0 smiles=Cc1ccc(O)cc1.CC
C 0.852 -0.800 1.605
C 0.199 -1.352 0.333
C -1.115 -0.937 0.148
C -1.808 -1.431 -0.957
C -1.033 -2.215 -1.854
O -1.592 -2.576 -3.075
C 0.322 -2.483 -1.694
C 1.011 -2.059 -0.573
H 0.050 -0.462 2.268
H 1.538 -0.073 1.183
H 1.401 -1.540 2.192
H -1.437 -0.077 0.724
H -2.846 -1.423 -1.295
H -2.521 -2.419 -2.929
H 0.860 -3.142 -2.381
H 2.017 -2.395 -0.402
C 0.123 3.755 1.121
C 1.019 2.571 0.636
H -0.306 4.235 0.191
H -0.810 3.444 1.594
H 0.641 4.643 1.466
H 2.072 2.845 0.578
H 0.529 2.128 -0.222
H 0.835 1.763 1.343

---

| no. | energy (Eh) |
| --- | --- |
| 1 | -702.532225 |
| 2 | -578.880079 |
| 3 | -2867.722740 |
| 4 | -5529.420973 |
| 5 | -7884.427883 |
| 6 | -1748.082003 |
| 7 | -488.916912 |
| 8 | -1135.157848 |
| 9 | -420.334300 |
| 10 | -426.512906 |